The following is a DFT calculation (ωB97M-V with the def2-TZVPD basis set) of 6 unconnected molecules or ions with the total composition C32H33F5OSi at a distorted geometry.

Summary:
Relative energy (zero: lowest compared OMol25 entry of this formula, charge and spin), kcal/mol: 4.2
2S+1: 1
Highest occupied orbital energy, eV: -8.88
Maximum force, Eh/bohr: 0.028
LUMO energy, hartree: 0.03033
SMILES string: Fc1ccccc1.Fc1ccccc1.Fc1ccccc1.Fc1ccccc1.Fc1ccccc1.OCC[SiH3]

The geometry in XYZ format:
```
72
Properties=species:S:1:pos:R:3:mulliken_charge:R:1
O 0.81723 -0.43101 0.53619 -0.46
C -0.18972 0.13390 -0.33037 -0.31
C -1.49000 0.32308 0.52364 -0.80
Si -3.00535 -0.60713 -0.16810 0.49
H 1.06956 -1.25026 0.11694 0.19
H 0.21731 1.08984 -0.68701 0.15
H -0.42655 -0.56984 -1.14202 0.45
H -1.29815 -0.12196 1.51671 0.32
H -1.69120 1.38987 0.72351 0.46
H -2.60210 -2.02765 -0.22675 -0.15
H -4.06385 -0.48283 0.86388 -0.18
H -3.44742 -0.13355 -1.48528 -0.14
F 2.96087 3.47546 -0.47697 -0.31
C 3.80529 2.58159 0.07562 0.55
C 3.30410 1.38401 0.55127 -0.35
C 4.17419 0.46353 1.11450 -0.51
C 5.53188 0.75060 1.20538 -0.79
C 6.02108 1.96109 0.72770 -0.15
C 5.15393 2.88258 0.15348 -0.54
H 2.24835 1.17523 0.48200 0.31
H 3.78886 -0.47971 1.48197 0.51
H 6.20841 0.03038 1.64930 0.38
H 7.06692 2.18353 0.79772 0.41
H 5.51704 3.82745 -0.23206 0.46
F 8.06537 3.03258 2.38592 -0.35
C 8.32649 4.32932 2.13494 0.38
C 9.10118 4.66223 1.03873 -0.30
C 9.36422 6.00046 0.77769 -0.40
C 8.85931 6.98520 1.61850 -0.47
C 8.08609 6.63334 2.71826 -0.37
C 7.81207 5.29731 2.97740 -0.40
H 9.49181 3.88017 0.39999 0.41
H 9.96299 6.27489 -0.08067 0.37
H 9.06893 8.02755 1.41533 0.37
H 7.69603 7.39992 3.37467 0.36
H 7.20460 5.00417 3.82374 0.42
F -4.23292 -3.39312 -1.33664 -0.24
C -5.01358 -3.48815 -2.43023 0.12
C -5.85221 -2.43685 -2.75043 0.27
C -6.65500 -2.52826 -3.87826 -0.28
C -6.61591 -3.67392 -4.66556 -0.61
C -5.77051 -4.72445 -4.32850 -0.40
C -4.95863 -4.63119 -3.20602 -0.46
H -5.87298 -1.55862 -2.12143 0.03
H -7.30800 -1.71263 -4.14298 0.38
H -7.24546 -3.74649 -5.54326 0.37
H -5.74345 -5.61700 -4.93984 0.36
H -4.28776 -5.43500 -2.93146 0.42
F 1.50611 -3.60539 0.06098 -0.37
C 2.19006 -3.93836 1.17637 0.43
C 3.53023 -3.61234 1.26745 -0.32
C 4.23295 -3.94686 2.41697 -0.38
C 3.59048 -4.61272 3.45417 -0.49
C 2.24377 -4.93808 3.34492 -0.33
C 1.53494 -4.59460 2.20134 -0.57
H 4.01378 -3.10026 0.44481 0.48
H 5.28021 -3.68894 2.50359 0.38
H 4.14046 -4.87693 4.34825 0.38
H 1.74465 -5.45921 4.15110 0.37
H 0.48347 -4.83125 2.10189 0.43
F -7.26059 0.34686 -3.34176 -0.32
C -8.11457 0.55112 -2.31747 0.37
C -9.42794 0.88499 -2.59253 -0.39
C -10.30882 1.09048 -1.53930 -0.40
C -9.86512 0.97019 -0.22761 -0.43
C -8.54118 0.63933 0.03244 -0.54
C -7.65915 0.42293 -1.01754 -0.22
H -9.75269 0.98160 -3.62058 0.42
H -11.34079 1.34491 -1.74144 0.36
H -10.55280 1.13497 0.59188 0.37
H -8.19458 0.55009 1.05352 0.37
H -6.62621 0.15785 -0.83264 0.42
```

***

The following is a DFT calculation (ωB97M-V with the def2-TZVPD basis set) of 2 unconnected molecules or ions with the total composition C32H33N2O2 at a distorted geometry.

Summary:
Relative energy (zero: lowest compared OMol25 entry of this formula, charge and spin), kcal/mol: 37.6
2S+1: 1
Highest occupied orbital energy, eV: -8.08
Maximum force, Eh/bohr: 0.072
LUMO energy, hartree: -0.18699
Total charge: +1

The geometry in XYZ format:
```
69
Properties=species:S:1:pos:R:3:nbo_charge:R:1
C 6.15367 -3.78611 -2.42001 -0.27
O 5.85350 -2.37893 -2.56443 -0.45
C 4.58724 -1.96955 -2.30084 0.43
C 4.28837 -0.60797 -2.57512 -0.28
C 3.01911 -0.13390 -2.36121 -0.08
C 1.96029 -0.98483 -1.90767 -0.22
C 0.62822 -0.49541 -1.81006 0.09
C -0.55753 -1.27966 -1.89948 -0.10
C -1.79508 -0.69315 -1.49239 -0.12
C -2.99747 -1.34692 -1.68973 -0.22
C -3.02628 -2.63010 -2.25528 0.09
C -4.32828 -3.33562 -2.48247 -0.65
C -1.82379 -3.23935 -2.63570 -0.24
C -0.61197 -2.59215 -2.46889 -0.13
C 2.31252 -2.32912 -1.57545 -0.03
C 3.58452 -2.82180 -1.78239 -0.35
H 7.21819 -3.84325 -2.64415 0.22
H 5.95748 -4.14081 -1.39826 0.19
H 5.57694 -4.38684 -3.13841 0.19
H 5.09333 0.02800 -2.94282 0.25
H 2.79782 0.91777 -2.55033 0.23
H 0.50174 0.58648 -1.88308 0.23
H -1.76179 0.29293 -1.02222 0.23
H -3.94178 -0.87245 -1.41116 0.23
H -4.18446 -4.41998 -2.50247 0.23
H -5.05512 -3.08821 -1.70238 0.24
H -4.77312 -3.04662 -3.44462 0.25
H -1.85719 -4.23426 -3.08302 0.23
H 0.30231 -3.08410 -2.80103 0.22
H 1.57602 -3.00247 -1.13865 0.22
H 3.81890 -3.86054 -1.53931 0.24
C 0.99972 -1.47465 1.53762 -0.25
O -0.10900 -0.59669 1.82816 -0.53
C -0.04647 0.72712 1.67552 0.06
C 1.22953 1.38644 1.37666 0.01
C 1.42967 1.96564 0.11064 -0.25
C 2.68923 2.42960 -0.26023 -0.22
C 3.72714 2.44820 0.67682 -0.22
C 3.49804 1.99754 1.98288 -0.21
C 2.27721 1.42254 2.32566 -0.23
C -1.23514 1.43446 1.96745 0.35
N -1.49130 2.75935 1.72602 -0.38
C -0.55737 3.80375 1.38226 -0.39
C -2.83456 3.02839 1.95513 0.12
C -3.40217 1.88179 2.46734 0.19
C -4.75613 1.84546 2.80664 -0.27
C -5.52215 2.99130 2.53075 -0.22
C -4.93116 4.15321 1.99666 -0.22
C -3.55885 4.19318 1.72028 -0.25
N -2.39620 0.91479 2.50647 -0.40
C -2.55547 -0.37087 3.14120 -0.39
H 0.89417 -2.31320 2.22697 0.20
H 0.89680 -1.81196 0.50249 0.16
H 1.97144 -0.98231 1.68026 0.19
H 0.56881 2.02851 -0.55523 0.20
H 2.84624 2.78440 -1.28338 0.21
H 4.71026 2.81675 0.38225 0.22
H 4.28153 2.07457 2.74059 0.23
H 2.09182 1.00014 3.31592 0.23
H -1.07435 4.74184 1.58474 0.22
H 0.34737 3.74203 1.99344 0.22
H -0.29745 3.77898 0.31990 0.19
H -5.17344 0.95190 3.26607 0.22
H -6.59400 2.99786 2.72851 0.22
H -5.55190 5.02633 1.80045 0.22
H -3.05079 5.07182 1.32638 0.22
H -3.49430 -0.32714 3.70180 0.21
H -2.61468 -1.17959 2.40052 0.20
H -1.72842 -0.56258 3.83743 0.22
```

***

The following is a DFT calculation (ωB97M-V with the def2-TZVPD basis set) of a molecular structure, C32H33N7O5ReS4 at a distorted geometry.

Summary:
Relative energy (zero: lowest compared OMol25 entry of this formula, charge and spin), kcal/mol: 16.3
2S+1: 4
Highest occupied orbital energy (alpha / beta), eV: -12.00 / -11.94
Maximum force, Eh/bohr: 0.024
LUMO energy (alpha / beta), hartree: -0.23240 / -0.27788
Total charge: +2

The geometry in XYZ format:
```
82
Properties=species:S:1:pos:R:3:mulliken_spin:R:1
Re -0.00250 0.09806 -1.14269 2.20
C -1.47738 2.94147 -2.07453 0.00
O -1.30714 1.93032 -1.04860 0.04
C -2.37225 1.74790 -0.18727 -0.03
C -3.24429 2.76630 0.16162 0.00
C -4.30585 2.49463 1.01056 0.00
C -4.50094 1.21118 1.50671 0.00
C -3.62158 0.19859 1.17188 0.01
C -2.54270 0.45829 0.32748 -0.02
N -1.59054 -0.51483 -0.06530 -0.07
N -1.77614 -1.68353 0.42834 -0.01
C -1.03683 -2.76334 0.14091 0.02
C 0.05697 -2.81945 -0.78466 0.04
O 0.58580 -1.76768 -1.34023 0.11
C 0.60614 -4.08051 -1.12849 -0.01
C 0.20889 -5.21841 -0.50448 0.02
C -0.78233 -5.20313 0.51833 0.00
C -1.14602 -6.38119 1.19654 0.00
C -2.11659 -6.35888 2.16503 0.00
C -2.75492 -5.15439 2.48127 0.00
C -2.42213 -3.99228 1.82250 0.00
C -1.42559 -3.98670 0.83296 0.00
H -2.51352 2.94258 -2.41056 0.00
H -1.18717 3.91712 -1.69929 0.00
H -0.82615 2.67036 -2.90081 0.00
H -3.08074 3.77085 -0.20408 0.00
H -4.98665 3.29053 1.27881 0.00
H -5.34305 0.99951 2.15098 0.00
H -3.75448 -0.80738 1.54147 0.00
H 1.35672 -4.09492 -1.90808 0.00
H 0.65619 -6.16496 -0.78250 0.00
H -0.64386 -7.30398 0.93386 0.00
H -2.39028 -7.26985 2.67940 0.00
H -3.51123 -5.14229 3.25493 0.00
H -2.92661 -3.06703 2.05543 0.00
N 6.57109 4.21326 2.67261 0.01
C 5.52608 4.25727 1.81206 0.01
C 5.73744 4.52343 0.44565 0.00
C 4.67561 4.56080 -0.42844 0.00
C 3.38763 4.34568 0.05114 0.02
C 3.15282 4.07838 1.39704 0.00
C 4.21208 4.03666 2.27199 0.00
S 2.03198 4.40110 -1.05609 -0.01
O 0.90930 5.02163 -0.41856 0.00
O 2.46772 4.86486 -2.34429 0.00
N 1.59258 2.78848 -1.20364 0.28
C 2.12891 2.01064 -2.08653 -0.09
S 3.50908 2.35391 -3.13989 0.02
C 3.53934 0.70187 -3.59834 0.21
C 2.52477 -0.00532 -3.02907 -0.04
N 1.71090 0.70736 -2.20860 0.19
H 7.50837 4.36529 2.35067 0.00
H 6.43063 4.02208 3.64630 0.00
H 6.74354 4.70903 0.09236 0.00
H 4.81928 4.79200 -1.47535 0.00
H 2.13389 3.93809 1.73420 0.00
H 4.04524 3.84685 3.32471 0.00
H 4.28743 0.32147 -4.27474 0.01
H 2.33169 -1.05712 -3.17387 0.02
C 1.58935 -2.50559 2.34253 -0.01
N 0.57742 -1.55161 2.76654 0.00
C -0.31307 -1.74940 3.79771 0.00
C -1.07884 -0.63896 3.89011 0.00
N -0.63634 0.21809 2.91304 0.00
C 0.36511 -0.34385 2.21884 0.03
S 1.28493 0.40208 0.95493 0.02
H 1.18091 -3.51257 2.40110 0.00
H 2.46845 -2.43513 2.98188 0.00
H 1.88509 -2.28021 1.32181 0.00
H -0.32517 -2.65254 4.38195 0.00
H -1.88097 -0.39102 4.56178 0.00
H -0.99795 1.14087 2.72885 0.00
C -2.47695 -1.96540 -4.52266 0.00
S -2.50432 -1.13681 -2.92696 0.01
C -3.87927 -0.01821 -3.25824 0.00
O -1.27237 -0.23011 -2.97217 0.01
H -3.43247 -2.46646 -4.67196 0.00
H -1.67831 -2.70422 -4.50738 0.00
H -2.29399 -1.22680 -5.30093 0.00
H -4.77863 -0.61211 -3.41757 0.00
H -3.64648 0.58071 -4.13701 0.00
H -4.01478 0.61861 -2.38501 0.00
```